1.
Computed, not measured: C52H43BN8O5P2S3TeTi as an isolated structure, with the ωB97M-V functional and the def2-TZVPD basis.

Positions of all 116 atoms, in Å:
Ti: -0.38 0.24 1.34
O: 1.07 -0.80 0.60
S: 1.50 -1.20 -0.82
C: 3.15 -0.43 -0.87
C: 4.38 -0.89 -0.44
C: 5.52 -0.15 -0.75
C: 5.44 1.04 -1.44
C: 4.19 1.58 -1.74
C: 3.05 0.86 -1.45
P: 1.32 1.49 -1.52
C: 1.55 3.30 -1.74
C: 1.49 4.10 -0.59
C: 1.50 5.49 -0.70
C: 1.58 6.08 -1.95
C: 1.69 5.30 -3.09
C: 1.67 3.91 -2.99
C: 0.89 1.00 -3.24
C: 1.68 0.10 -3.96
C: 1.36 -0.20 -5.27
C: 0.24 0.35 -5.87
C: -0.57 1.22 -5.14
C: -0.25 1.54 -3.84
C: 1.75 -3.03 -0.73
C: 2.99 -3.65 -0.77
C: 3.08 -5.03 -0.75
C: 1.95 -5.81 -0.72
C: 0.70 -5.22 -0.72
C: 0.57 -3.84 -0.74
P: -1.04 -2.97 -0.76
C: -1.28 -2.90 -2.59
C: -0.34 -3.30 -3.53
C: -0.68 -3.33 -4.88
C: -1.93 -2.93 -5.30
C: -2.86 -2.49 -4.36
C: -2.54 -2.47 -3.02
C: -2.29 -4.26 -0.42
C: -2.62 -5.28 -1.32
C: -3.73 -6.07 -1.09
C: -4.51 -5.87 0.04
C: -4.18 -4.89 0.95
C: -3.08 -4.08 0.72
H: 4.47 -1.78 0.16
H: 6.49 -0.53 -0.43
H: 6.34 1.57 -1.72
H: 4.11 2.56 -2.19
H: 1.49 3.64 0.39
H: 1.47 6.09 0.19
H: 1.57 7.16 -2.04
H: 1.80 5.75 -4.06
H: 1.76 3.31 -3.88
H: 2.57 -0.33 -3.52
H: 1.99 -0.87 -5.83
H: 0.00 0.13 -6.90
H: -1.44 1.66 -5.60
H: -0.87 2.23 -3.28
H: 3.90 -3.08 -0.84
H: 4.06 -5.49 -0.75
H: 2.04 -6.89 -0.73
H: -0.19 -5.84 -0.70
H: 0.64 -3.63 -3.23
H: 0.05 -3.68 -5.60
H: -2.19 -2.97 -6.35
H: -3.85 -2.17 -4.68
H: -3.28 -2.16 -2.29
H: -2.03 -5.42 -2.21
H: -4.00 -6.84 -1.81
H: -5.40 -6.47 0.19
H: -4.78 -4.74 1.84
H: -2.85 -3.27 1.40
C: -0.30 -3.09 4.02
C: -0.31 -2.54 2.74
N: -0.28 -1.21 2.81
N: -0.26 -0.89 4.12
C: -0.27 -2.00 4.87
B: -0.09 0.60 4.50
N: 1.17 1.06 3.72
C: 2.36 1.41 4.21
C: 3.20 1.70 3.16
C: 2.43 1.49 2.02
N: 1.20 1.10 2.37
N: -1.27 1.43 3.96
C: -2.40 1.76 4.61
C: -3.08 2.69 3.85
C: -2.27 2.86 2.72
N: -1.19 2.09 2.78
N: 0.10 0.81 5.99
C: -0.16 1.94 6.69
C: 0.27 1.76 7.98
C: 0.81 0.46 7.98
N: 0.72 -0.09 6.78
H: -0.31 -4.13 4.29
H: -0.32 -3.06 1.79
H: -0.20 -1.94 5.94
H: 2.54 1.43 5.27
H: 4.22 2.03 3.20
H: 2.72 1.61 0.99
H: -2.65 1.32 5.56
H: -4.01 3.17 4.08
H: -2.44 3.52 1.88
H: -0.64 2.79 6.23
H: 0.20 2.45 8.79
H: 1.25 -0.09 8.79
O: -2.29 0.11 1.47
S: -2.67 0.41 0.06
O: -2.98 1.88 -0.04
O: -1.37 0.23 -0.69
O: -3.75 -0.37 -0.41
Te: -1.09 2.68 -0.38
C: -2.13 4.54 -0.72
C: -2.61 5.62 -0.03
C: -3.10 6.64 -0.88
C: -2.97 6.34 -2.20
S: -2.26 4.80 -2.43
H: -2.62 5.69 1.04
H: -3.53 7.56 -0.52
H: -3.25 6.94 -3.05

For the HOMO energy (alpha / beta), the calculation gives -10.316 / -10.456 eV. The calculation puts the orbital gap (alpha / beta) at 7.501 / 7.647 eV. The multiplicity is 2. Its total charge is +1.


2.
Computed, not measured: a 2-piece molecular cluster, C2H3N3O4 overall, with the ωB97M-V functional and the def2-TZVPD basis.

Positions of all 12 atoms, in Å:
C: 4.22 -0.95 0.36
C: -0.11 -0.36 -0.25
N: 4.92 -1.87 0.46
N: 3.28 -0.08 0.50
N: 3.25 1.15 0.01
O: 4.14 1.62 -0.68
O: 2.18 1.69 0.29
O: 0.96 0.15 -0.93
O: 1.91 -0.65 -1.15
H: -0.95 -0.29 -0.97
H: -0.31 0.13 0.62
H: 0.09 -1.32 0.16

For the HOMO energy (alpha / beta), the calculation gives -10.313 / -10.696 eV. The calculation puts the orbital gap (alpha / beta) at 10.038 / 6.383 eV. The multiplicity is 3.


3.
Computed, not measured: a 2-piece molecular cluster, C7H7N overall, with the ωB97M-V functional and the def2-TZVPD basis.

Positions of all 15 atoms, in Å:
C: -2.03 1.50 0.20
C: -2.23 0.63 1.20
C: -1.24 -0.47 1.35
N: -0.13 -0.66 0.65
C: 0.17 0.42 -0.11
C: -0.70 1.47 -0.46
H: -2.69 2.29 -0.11
H: -3.19 0.73 1.73
H: -1.36 -1.39 1.98
H: 1.20 0.67 -0.45
H: -0.47 2.26 -1.10
C: 3.29 -2.49 -1.16
C: 3.09 -1.30 -1.44
H: 3.81 -3.28 -0.63
H: 2.49 -0.37 -1.63

For the HOMO energy, the calculation gives -9.457 eV. The calculation puts the orbital gap at 10.286 eV. The SMILES is c1ccncc1.C#C.


Per-record relative energy (zero: lowest compared OMol25 entry of this formula, charge and spin), kcal/mol: 28.7, 49.0, 69.7
Per-record electronic energy, eV: -158945.969, -14771.110, -8858.602